1.
12
Properties=species:S:1:pos:R:3 method="wB97M-V/def2-TZVPD" e_above_lowest_kcal_mol=8.89 e_tot_ha=-912.17587 smiles="CP(C)(=S)C#N" homo_energy_ev=-8.997 fmax_ev_per_a=5.1
C 0.02801 -0.69456 -1.42723
P -0.03681 -0.39730 0.44824
C -0.69588 1.36049 0.68439
S -0.90703 -1.67432 1.64249
C 1.66172 -0.48132 0.81945
N 2.61963 -1.04693 1.03558
H -0.01627 0.34737 -1.71122
H 0.80149 -1.26193 -1.94876
H -0.91668 -1.05035 -1.63453
H -1.29433 1.49515 -0.30564
H -1.33133 1.41875 1.65996
H 0.08749 1.98495 0.73728


2.
14
Properties=species:S:1:pos:R:3 method="wB97M-V/def2-TZVPD" e_above_lowest_kcal_mol=79.37 e_tot_ha=-456.89442 smiles="O=C=C(O)O.CC=O" homo_energy_ev=-7.966 fmax_ev_per_a=1.1
O -1.39581 -1.92180 -0.75504
C -1.74392 -0.86125 -0.38202
C -1.77165 0.40045 -0.00288
O -2.11319 1.38271 -0.89697
O -1.78532 0.78143 1.31598
H -2.63913 2.04127 -0.42128
H -1.00956 0.41109 1.76533
C 2.12166 0.09719 -0.44312
C 1.31467 -0.83804 0.38338
O 0.62453 -0.52604 1.31818
H 1.99676 1.12280 -0.10807
H 1.82337 0.00076 -1.48450
H 3.16991 -0.19386 -0.37569
H 1.40769 -1.89671 0.08671


3.
7
Properties=species:S:1:pos:R:3 method="wB97M-V/def2-TZVPD" e_above_lowest_kcal_mol=74.62 e_tot_ha=-990.38013 homo_energy_ev="-8.429 / -8.717" fmax_ev_per_a=5.1
C -0.96876 -0.06389 -0.03344
C -2.21607 -0.52362 -0.30073
N 0.07763 -0.99266 0.02336
S -0.30817 -2.66673 0.02685
Cl -3.61416 0.34769 0.05992
H -0.56365 1.03691 -0.17627
H 1.03096 -0.90575 -0.02389


4.
22
Properties=species:S:1:pos:R:3 method="wB97M-V/def2-TZVPD" e_above_lowest_kcal_mol=42.58 e_tot_ha=-564.48053 smiles="C#C[Si](C)(C)C.C=C" homo_energy_ev=-9.909 fmax_ev_per_a=4.5
C -0.28929 2.72297 -0.14986
C -0.36458 1.56320 0.17667
Si -1.06844 -0.17432 0.31146
C -0.63675 -0.77574 -1.45687
C -2.94095 0.23723 0.42440
C -0.61836 -1.58031 1.49368
H -0.20806 3.73004 -0.46682
H -1.52423 -1.20764 -2.03151
H -0.31311 0.14164 -2.07899
H 0.12053 -1.65315 -1.61384
H -2.78319 1.05779 1.14002
H -3.65917 0.46703 -0.42047
H -3.47178 -0.62865 0.89455
H -0.97560 -1.40956 2.40633
H -1.17943 -2.57827 1.24648
H 0.44559 -1.64777 1.67523
C 3.14937 0.00070 0.38410
C 3.22662 0.53620 -0.80328
H 3.52581 -0.98231 0.38552
H 2.81632 0.65023 1.22665
H 3.69721 0.01169 -1.66219
H 3.05148 1.51901 -1.08126


5.
20
Properties=species:S:1:pos:R:3 method="wB97M-V/def2-TZVPD" e_above_lowest_kcal_mol=24.62 e_tot_ha=-365.40326 smiles=NCCCCO.O homo_energy_ev=-8.989 fmax_ev_per_a=1.8
N 2.03879 0.45292 -0.90673
C 0.84091 -0.18790 -1.41402
C -0.46183 0.63806 -1.22707
C -0.87619 0.58586 0.26393
C -1.90395 -0.46028 0.62694
O -3.00142 -0.45101 -0.26379
H 2.75442 -0.16004 -0.53791
H 1.90897 1.19034 -0.25186
H 0.97292 -0.39432 -2.47953
H 0.62963 -1.15277 -0.92848
H -1.06939 0.07026 -1.93418
H -0.42620 1.68579 -1.51209
H -1.31138 1.55002 0.54800
H -0.02597 0.45876 0.94292
H -2.26499 -0.19356 1.62606
H -1.47536 -1.46699 0.63712
H -3.81053 -0.03538 0.07140
O 2.84969 -0.53129 2.25037
H 2.59645 -1.34586 2.65809
H 2.03545 -0.25260 1.83083


6.
63
Properties=species:S:1:pos:R:3 method="wB97M-V/def2-TZVPD" e_above_lowest_kcal_mol=2.09 e_tot_ha=-5758.25276 total_charge=+1 homo_energy_ev="-10.215 / -10.991" fmax_ev_per_a=0.8 spin_multiplicity=3 s_squared=2.020
Ni -0.14032 0.08401 -0.08647
C 2.35810 2.40279 0.30161
C 2.62910 1.18152 -0.52172
C 3.99055 1.00011 -1.10817
O 1.77261 0.32278 -0.70866
H 3.15547 2.53978 1.03700
H 1.39517 2.34087 0.80141
H 2.37791 3.27870 -0.35388
H 4.49340 1.95516 -1.25550
H 3.94302 0.43806 -2.03893
H 4.58108 0.41614 -0.39324
N -2.30293 -6.56127 -1.27775
C -2.63458 -5.41389 -1.88650
S -3.84999 -5.30930 -2.98707
C -1.83121 -4.21028 -1.46822
C -1.18174 -4.14287 -0.24048
C -0.50431 -2.99130 0.11738
N -0.42788 -1.92200 -0.67510
C -1.02035 -2.00610 -1.88026
C -1.72814 -3.10812 -2.30573
H -2.81083 -7.39190 -1.52892
H -1.50299 -6.65454 -0.67831
H -1.22438 -4.95552 0.47479
H 0.00238 -2.92584 1.07197
H -0.91604 -1.14659 -2.52902
H -2.20429 -3.12197 -3.27629
Cl -0.89137 2.82545 2.45065
C -2.06578 1.53347 2.34417
C -3.40442 1.86806 2.47352
C -4.37442 0.87762 2.41416
C -3.98741 -0.44445 2.23706
C -2.64632 -0.76616 2.11725
C -1.63455 0.20602 2.16241
C -0.23459 -0.15096 1.94775
H -3.68368 2.90360 2.62742
H -5.42204 1.13800 2.52061
H -4.73747 -1.22706 2.20302
H -2.35271 -1.80291 1.98146
H 0.02204 -1.18295 2.14772
H 0.49313 0.54931 2.32865
C -1.88891 3.64532 -0.94477
As -1.48357 1.76906 -1.19005
C -1.10139 1.83537 -3.09867
C -3.28879 0.98089 -1.09929
C -4.26673 1.54047 -2.09453
C -4.38229 0.99203 -3.37174
C -5.27527 1.52048 -4.29586
C -6.06690 2.61070 -3.95330
C -5.96480 3.16072 -2.68260
C -5.07275 2.62620 -1.75962
H -2.47178 3.97298 -1.80251
H -0.96579 4.21514 -0.88618
H -2.45636 3.79944 -0.03086
H -1.98215 2.18024 -3.63664
H -0.79367 0.86680 -3.49049
H -0.28755 2.54119 -3.25401
H -3.61486 1.15945 -0.07511
H -3.16888 -0.09437 -1.21863
H -3.77544 0.13022 -3.63961
H -5.35743 1.07742 -5.28176
H -6.76794 3.02154 -4.67166
H -6.58854 4.00301 -2.40422
H -5.00612 3.05424 -0.76326